Record 1
C29H57N17O28 | ωB97M-V/def2-TZVPD

- E_LUMO: -0.148 eV
- E_HOMO: -9.40 eV
- Gap between HOMO and LUMO: 9.25 eV
- Electronic energy: -113618.287 eV

Geometry as ORCA input:
```
! wB97M-V def2-TZVPD RIJCOSX def2/J DEFGRID3
* xyz 0 1
C 3.138 2.963 3.253
N 3.036 1.594 3.682
O 3.967 1.206 4.357
O 2.123 0.835 3.380
H 3.704 2.948 2.373
H 3.675 3.523 4.069
H 2.213 3.354 3.016
C 3.693 1.354 -2.511
N 3.942 2.320 -1.341
O 4.294 3.456 -1.709
O 3.885 1.904 -0.241
H 3.866 1.878 -3.401
H 2.606 1.141 -2.606
H 4.322 0.439 -2.412
C -4.550 1.544 2.109
N -3.344 2.332 2.550
O -2.273 1.897 2.130
O -3.391 3.255 3.287
H -5.413 1.904 2.625
H -4.315 0.452 2.199
H -4.654 1.763 1.039
C -2.501 -4.603 4.835
N -2.694 -5.653 3.761
O -3.489 -5.353 2.875
O -2.113 -6.691 3.870
H -1.608 -4.889 5.371
H -3.284 -4.729 5.575
H -2.517 -3.640 4.277
C -4.111 3.706 -2.676
N -4.382 3.135 -1.361
O -4.924 2.043 -1.279
O -4.001 3.805 -0.388
H -4.067 2.813 -3.210
H -3.301 4.325 -2.759
H -4.954 4.274 -3.058
C -0.822 -0.380 4.002
N -2.255 -0.287 4.219
O -2.936 -1.079 3.586
O -2.626 0.661 4.920
H -0.521 -1.425 3.933
H -0.305 0.049 4.835
H -0.720 0.210 3.073
C 0.894 -5.717 2.308
N 1.121 -4.286 2.653
O 1.739 -3.500 1.950
O 0.714 -3.990 3.771
H 0.036 -6.065 2.867
H 1.800 -6.193 2.591
H 0.823 -5.766 1.229
C -1.529 1.906 -1.059
N -0.888 1.826 -2.426
O -1.560 2.081 -3.416
O 0.272 1.387 -2.430
H -0.691 1.666 -0.408
H -2.289 1.085 -1.171
H -1.912 2.906 -0.927
C -2.282 -3.710 -1.206
N -1.228 -4.410 -0.317
O -1.162 -4.033 0.824
O -0.366 -5.091 -0.845
H -1.940 -3.888 -2.204
H -2.234 -2.610 -0.941
H -3.286 -4.000 -0.952
C -0.860 3.715 -6.549
N -1.994 4.139 -5.735
O -3.052 3.589 -5.883
O -1.805 4.997 -4.848
H 0.024 4.004 -5.925
H -0.809 4.313 -7.426
H -0.912 2.679 -6.786
C -0.634 4.924 1.755
N 0.133 5.032 0.545
O -0.469 5.428 -0.427
O 1.303 4.893 0.581
H -0.020 5.259 2.513
H -0.885 3.890 1.942
H -1.549 5.500 1.493
C 7.866 2.167 0.873
N 6.878 1.197 0.446
O 6.736 0.982 -0.742
O 6.140 0.705 1.269
H 7.841 2.999 0.171
H 8.845 1.751 0.876
H 7.672 2.482 1.918
C 2.272 -1.039 0.375
N 0.842 -1.080 -0.075
O 0.592 -1.501 -1.178
O 0.056 -0.572 0.696
H 2.342 -1.125 1.447
H 2.634 -0.033 0.125
H 2.866 -1.890 -0.018
C 1.816 5.578 -3.234
N 2.494 5.201 -4.451
O 3.251 6.025 -4.920
O 2.282 4.092 -4.942
H 2.229 4.982 -2.437
H 0.806 5.254 -3.198
H 1.898 6.659 -2.876
N -3.569 -0.585 -0.350
C -3.402 -1.317 0.711
C -4.269 -2.275 1.145
C -5.466 -2.447 0.412
C -5.658 -1.805 -0.782
C -4.652 -0.832 -1.065
H -2.487 -1.087 1.200
H -4.078 -2.990 1.949
H -6.150 -3.281 0.663
H -6.541 -1.950 -1.325
H -4.774 -0.350 -2.007
N -2.809 -2.078 -4.115
C -2.798 -2.911 -5.162
C -1.596 -3.157 -5.880
C -0.441 -2.636 -5.415
C -0.417 -1.817 -4.304
C -1.640 -1.530 -3.676
H -3.771 -3.201 -5.548
H -1.594 -3.751 -6.734
H 0.543 -2.919 -5.830
H 0.556 -1.608 -3.861
H -1.658 -0.990 -2.788
N 4.542 -4.999 3.160
C 3.909 -4.349 4.177
C 4.016 -2.999 4.430
C 4.741 -2.268 3.499
C 5.439 -2.906 2.513
C 5.306 -4.267 2.366
H 3.342 -4.980 4.873
H 3.427 -2.612 5.267
H 4.907 -1.192 3.498
H 5.948 -2.217 1.830
H 5.846 -4.837 1.630
*
```

---

Record 2
C9H11N4 | ωB97M-V/def2-TZVPD

- Energy relative to the best compared isomer or geometry (same formula, charge and spin): 375.6 kJ/mol
- E_LUMO: -5.087 eV
- E_HOMO: -13.69 eV
- Gap between HOMO and LUMO: 8.60 eV
- Electronic energy: -15461.615 eV

Geometry as ORCA input:
```
! wB97M-V def2-TZVPD RIJCOSX def2/J DEFGRID3
* xyz 1 1
C -3.330 -0.607 -0.313
C -2.292 -1.541 0.029
C -3.020 0.670 -0.733
C -0.965 -1.018 0.240
C -1.751 1.142 -0.543
C 3.428 -1.335 -0.263
C 2.129 -1.261 -0.665
C -0.702 0.262 -0.171
C 0.626 0.815 -0.134
N 3.817 -0.098 0.232
N 2.822 0.657 0.317
N 1.713 0.020 -0.127
N 0.827 2.073 -0.053
H -4.288 -1.080 -0.565
H -2.544 -2.521 0.518
H -3.782 1.450 -1.012
H -0.212 -1.659 0.642
H -1.378 2.202 -0.632
H 4.220 -2.167 -0.335
H 1.372 -2.012 -1.135
H 0.338 0.604 2.197
H 0.012 2.586 0.076
H 1.096 0.333 2.454
H 1.863 2.482 -0.024
*
```

---

Record 3
C5H7NO | ωB97M-V/def2-TZVPD

- Energy relative to the best compared isomer or geometry (same formula, charge and spin): 356.8 kJ/mol
- E_LUMO: 0.552 eV
- E_HOMO: -7.52 eV
- Gap between HOMO and LUMO: 8.08 eV
- Electronic energy: -8832.505 eV

Geometry as ORCA input:
```
! wB97M-V def2-TZVPD RIJCOSX def2/J DEFGRID3
* xyz 0 1
C 1.377 -0.660 -1.026
N 0.401 -0.101 -0.102
C 0.502 1.023 0.549
C -0.844 1.286 1.123
C -1.715 0.073 0.896
C -0.892 -0.669 0.131
O -1.042 -1.884 -0.488
H 0.926 -0.706 -2.021
H 1.638 -1.673 -0.717
H 2.264 -0.024 -1.045
H 1.389 1.643 0.500
H -0.877 1.785 2.095
H -1.175 2.038 0.383
H -1.952 -2.133 -0.279
*
```

---

Record 4
C4H9NO | ωB97M-V/def2-TZVPD

- Energy relative to the best compared isomer or geometry (same formula, charge and spin): 198.9 kJ/mol
- E_LUMO: 1.129 eV
- E_HOMO: -9.75 eV
- SMILES: C/N=C/O.C=C
- Gap between HOMO and LUMO: 10.88 eV
- Electronic energy: -7830.258 eV

Geometry as ORCA input:
```
! wB97M-V def2-TZVPD RIJCOSX def2/J DEFGRID3
* xyz 0 1
C 1.047 -0.690 2.230
N 0.259 -0.324 1.074
C -0.997 -0.397 1.177
O -1.837 -0.079 0.185
H 1.697 0.147 2.508
H 1.697 -1.536 1.981
H 0.443 -0.966 3.110
H -1.546 -0.720 2.070
H -1.293 0.211 -0.573
C -0.412 0.911 -2.695
C 0.590 0.543 -1.900
H -0.711 1.952 -2.792
H -0.972 0.186 -3.282
H 1.147 1.259 -1.303
H 0.890 -0.496 -1.790
*
```

---

Record 5
C5H15NO | ωB97M-V/def2-TZVPD

- Energy relative to the best compared isomer or geometry (same formula, charge and spin): 253.5 kJ/mol
- E_LUMO: 0.781 eV
- E_HOMO: -8.32 eV
- SMILES: CCCN(C)C.O
- Gap between HOMO and LUMO: 9.10 eV
- Electronic energy: -8963.731 eV

Geometry as ORCA input:
```
! wB97M-V def2-TZVPD RIJCOSX def2/J DEFGRID3
* xyz 0 1
C -1.182 -0.004 2.627
C -0.029 0.679 1.769
C -0.415 0.730 0.270
N 0.759 0.783 -0.531
C 1.502 -0.465 -0.483
C 0.592 1.432 -1.899
H -0.786 -0.298 3.602
H -2.077 0.465 2.922
H -1.456 -0.875 2.111
H 0.855 0.150 2.061
H 0.329 1.747 2.233
H -1.060 1.576 0.014
H -1.117 -0.176 0.089
H 1.153 -1.188 0.311
H 2.665 -0.512 -0.418
H 1.403 -0.897 -1.448
H -0.365 1.991 -2.019
H 1.325 2.148 -1.923
H 0.847 0.666 -2.681
O -1.122 -3.053 -2.230
H -1.569 -2.299 -1.835
H -0.252 -2.604 -2.543
*
```

---

Record 6
CH2ClO2S2 | ωB97M-V/def2-TZVPD

- Energy relative to the best compared isomer or geometry (same formula, charge and spin): 259.5 kJ/mol
- E_LUMO (spin up / spin down): 2.440 / 2.521 eV
- E_HOMO (spin up / spin down): -4.17 / -3.98 eV
- Gap between HOMO and LUMO (spin up / spin down): 6.61 / 6.50 eV
- Electronic energy: -39355.766 eV

Geometry as ORCA input:
```
! wB97M-V def2-TZVPD RIJCOSX def2/J DEFGRID3
* xyz -1 1
C 0.459 2.516 -0.440
O 0.570 -2.180 1.663
O -1.710 -2.712 1.335
S -0.109 -2.753 -1.160
S -0.574 -1.969 0.780
Cl 0.821 0.894 -0.777
H -0.622 2.938 -0.505
H 1.165 3.265 -0.896
*
```

---

Record 7
C5H4INO | ωB97M-V/def2-TZVPD

- Energy relative to the best compared isomer or geometry (same formula, charge and spin): 27.6 kJ/mol
- E_LUMO: -0.606 eV
- E_HOMO: -8.85 eV
- Gap between HOMO and LUMO: 8.24 eV
- Electronic energy: -16886.231 eV

Geometry as ORCA input:
```
! wB97M-V def2-TZVPD RIJCOSX def2/J DEFGRID3
* xyz 0 1
C -0.221 0.670 -0.233
C -0.125 -0.656 -0.352
C -0.053 1.233 1.066
C 0.215 -1.480 0.729
C 0.152 0.296 2.083
N 0.345 -0.987 1.916
O 0.110 0.678 3.383
I 0.194 -0.791 4.735
H -0.092 1.175 -1.171
H -0.238 -0.860 -1.363
H -0.225 2.293 1.382
H 0.227 -2.617 0.653
*
```

---

Record 8
C8H18O | ωB97M-V/def2-TZVPD

- Energy relative to the best compared isomer or geometry (same formula, charge and spin): 177.2 kJ/mol
- E_LUMO: 0.875 eV
- E_HOMO: -8.44 eV
- SMILES: C[C@H]([C@@H](C)O)C(C)(C)C
- Gap between HOMO and LUMO: 9.31 eV
- Electronic energy: -10633.889 eV

Geometry as ORCA input:
```
! wB97M-V def2-TZVPD RIJCOSX def2/J DEFGRID3
* xyz 0 1
C -1.235 -1.446 0.565
C -0.650 -0.325 -0.268
C 0.305 -0.734 -1.287
C -0.825 -1.718 -2.377
O 0.907 0.213 -2.087
C 0.403 0.805 0.816
C 0.471 2.167 0.140
C 1.805 0.270 1.066
C -0.335 0.948 2.141
H -1.948 -2.023 -0.020
H -0.454 -2.117 0.921
H -1.772 -1.051 1.423
H -1.414 0.355 -0.648
H 1.071 -1.427 -0.946
H -0.309 -1.713 -3.334
H -1.811 -1.274 -2.497
H -0.884 -2.727 -1.981
H 0.224 0.788 -2.456
H -0.526 2.545 -0.093
H 1.065 2.134 -0.771
H 0.947 2.901 0.800
H 2.405 0.275 0.158
H 1.779 -0.741 1.474
H 2.332 0.902 1.790
H -1.376 1.240 1.992
H 0.137 1.725 2.754
H -0.309 0.029 2.724
*
```

---

Number 7 is which compound?
C5H4INO

---

The lowest electronic energy belongs to which entry?
C29H57N17O28

---

What did the second record say?
C9H11N4 | ωB97M-V/def2-TZVPD

- Energy relative to the best compared isomer or geometry (same formula, charge and spin): 375.6 kJ/mol
- E_LUMO: -5.087 eV
- E_HOMO: -13.69 eV
- Gap between HOMO and LUMO: 8.60 eV
- Electronic energy: -15461.615 eV

Geometry as ORCA input:
```
! wB97M-V def2-TZVPD RIJCOSX def2/J DEFGRID3
* xyz 1 1
C -3.330 -0.607 -0.313
C -2.292 -1.541 0.029
C -3.020 0.670 -0.733
C -0.965 -1.018 0.240
C -1.751 1.142 -0.543
C 3.428 -1.335 -0.263
C 2.129 -1.261 -0.665
C -0.702 0.262 -0.171
C 0.626 0.815 -0.134
N 3.817 -0.098 0.232
N 2.822 0.657 0.317
N 1.713 0.020 -0.127
N 0.827 2.073 -0.053
H -4.288 -1.080 -0.565
H -2.544 -2.521 0.518
H -3.782 1.450 -1.012
H -0.212 -1.659 0.642
H -1.378 2.202 -0.632
H 4.220 -2.167 -0.335
H 1.372 -2.012 -1.135
H 0.338 0.604 2.197
H 0.012 2.586 0.076
H 1.096 0.333 2.454
H 1.863 2.482 -0.024
*
```

---

Look up the electronic energy of the second one.
-15461.615 eV